No. 1
The following is a quantum chemistry calculation of 3 unconnected molecules or ions with the total composition C3H6N2O in a non-equilibrium geometry, from the Open Molecules 2025 dataset.

Results
**SMILES**: N#CC=O.[H][H].C=N
**Orbital gap**: 0.356 Eh
**E_HOMO**: -10.60 eV

Structure (XYZ):
```
12
Properties=species:S:1:pos:R:3:lowdin_charge:R:1
N -2.07598 1.05691 -2.02256 0.18
C -1.69259 0.24721 -1.29101 -0.15
C -1.21385 -0.82789 -0.40208 -0.29
O -1.57094 -0.91336 0.74125 0.03
H -0.54707 -1.55963 -0.88375 0.12
H 0.20417 0.37806 2.15370 0.04
H -0.37685 -0.08486 2.19323 0.05
C 1.35301 0.53384 -0.46975 -0.17
N 1.68639 0.62423 0.74888 0.00
H 0.83060 1.37851 -0.92395 0.07
H 1.55146 -0.32636 -1.12599 0.07
H 2.14287 -0.22564 1.08932 0.05
```


No. 2
The following is a quantum chemistry calculation of 2 unconnected molecules or ions with the total composition C6H15NO in a non-equilibrium geometry, from the Open Molecules 2025 dataset.

Results
**SMILES**: C=C(CCC)NC.O
**Orbital gap**: 0.332 Eh
**E_HOMO**: -8.27 eV

Structure (XYZ):
```
23
Properties=species:S:1:pos:R:3:lowdin_charge:R:1
C -0.09010 -1.26264 -2.22087 0.04
C 0.20400 -0.55755 -1.12548 -0.42
C 1.05532 -1.22055 -0.05409 -0.16
C 0.39208 -1.11512 1.33774 -0.23
C -1.02712 -1.67530 1.41092 -0.11
N -0.23691 0.72953 -0.89255 -0.05
C 0.78310 1.71964 -0.54722 -0.12
H -0.80270 -0.95025 -2.96562 0.05
H 0.05573 -2.32429 -2.37057 0.05
H 1.40274 -2.13842 -0.51391 0.10
H 2.02873 -0.62864 -0.03819 0.12
H 0.27480 -0.02820 1.34236 0.06
H 0.95029 -1.43234 2.20367 0.10
H -1.30248 -2.47249 0.71934 0.07
H -1.20962 -2.15551 2.40299 0.07
H -1.75779 -0.85886 1.42339 0.06
H -1.10415 0.99198 -1.32883 0.13
H 1.12019 1.73419 0.49775 0.07
H 0.43762 2.69548 -0.85032 0.08
H 1.69764 1.50710 -1.12596 0.09
O -0.74369 2.68881 1.44042 -0.06
H -1.25401 2.36159 0.69550 0.02
H -0.75932 1.96850 2.07807 0.04
```


No. 3
The following is a quantum chemistry calculation of C5H8N2OS in the gas phase in a non-equilibrium geometry, from the Open Molecules 2025 dataset.

Results
**SMILES**: NC(=O)[C@H]1CCNC1=S
**Orbital gap**: 0.343 Eh
**E_HOMO**: -8.66 eV

Structure (XYZ):
```
17
Properties=species:S:1:pos:R:3:lowdin_charge:R:1
N -2.30183 1.08317 -0.37469 0.16
C -1.06743 1.20295 0.15327 -0.54
O -0.80604 1.87116 1.12930 0.06
C -0.00447 0.44606 -0.63908 -0.17
C 1.39066 0.55173 -0.03710 -0.13
C 1.56989 -0.71223 0.81717 -0.15
N 0.62908 -1.66125 0.26424 0.00
C -0.32407 -1.15892 -0.50382 -0.79
S -1.58323 -1.93413 -1.18042 0.66
H -2.49105 0.33415 -1.02743 0.02
H -3.07718 1.46616 0.14197 0.12
H -0.06674 0.72116 -1.68962 0.14
H 1.46078 1.44859 0.57808 0.11
H 2.14517 0.59345 -0.82208 0.12
H 2.58529 -1.11131 0.76457 0.12
H 1.32449 -0.51496 1.86687 0.12
H 0.61667 -2.62578 0.55878 0.14
```


For the records above, the corresponding ΔE to the lowest compared entry with this formula, charge and spin values read 4.203 2.458 0.000 eV.